(1)
Computed, not measured: a cluster of 2 separate species, C3H2O3S in total, with the ωB97M-V functional and the def2-TZVPD basis.

```
9
Properties=species:S:1:pos:R:3:forces:R:3:nbo_charge:R:1
S 2.161891 0.112056 -0.095061 0.6 0.8 -0.2 0.890
O -0.467730 1.341694 1.643122 -1.2 -0.6 -1.9 -0.491
O 0.725727 -2.000867 0.893160 0.5 0.9 0.2 -0.366
O 1.481179 -0.031580 -1.428189 0.2 0.4 -1.0 -0.936
C 1.346071 -1.062146 0.644534 -1.0 -2.2 0.9 0.422
C -1.433156 0.443471 -0.479054 1.8 0.2 -0.9 -0.800
C -0.967327 0.923186 0.652296 0.7 0.3 1.6 0.697
H -2.220486 -0.306702 -0.521562 0.2 0.4 0.0 0.271
H -0.626169 0.580892 -1.309249 -1.7 -0.3 1.3 0.314
```
Positions in Å, forces in eV/Å.

Its highest occupied orbital energy is -9.225 eV. For the energy above the lowest of the compared OMol25 structures with the same formula, charge and spin, the calculation gives 95.7 kcal per mole. The value obtained for the lowest unoccupied orbital energy is -0.992 eV. The value obtained for the orbital gap is 8.233 eV. The calculation puts the total energy at -20117.3467 eV. Its total charge is 0.

(2)
Computed, not measured: an isolated molecule of C6H13NO2, with the ωB97M-V functional and the def2-TZVPD basis.

```
22
Properties=species:S:1:pos:R:3:forces:R:3:nbo_charge:R:1
O 1.673422 1.274620 0.415758 0.1 -0.2 -0.5 -0.726
O 1.730116 -1.597803 -2.093679 -1.1 3.0 0.2 -0.276
N 1.304417 -0.437173 -2.044865 0.9 -2.7 0.4 0.156
C -0.691689 -1.440987 -0.913059 0.3 -0.3 0.2 -0.632
C 0.249088 -0.149288 1.713274 -0.1 0.1 -0.1 -0.415
C 1.022384 -0.006553 0.389902 0.7 0.1 0.3 0.102
C -0.545056 1.018249 -1.405152 0.2 0.2 -0.1 -0.627
C 0.249510 -0.223929 -0.955292 -0.8 0.0 -0.1 -0.018
C -1.012961 0.684759 1.862332 -0.3 0.1 0.0 -0.614
H -1.576861 -1.250555 -0.299615 0.2 0.2 0.0 0.219
H -1.325978 0.699998 2.911830 0.1 0.0 -0.1 0.215
H -0.190568 -2.324910 -0.502595 0.0 0.2 -0.1 0.226
H -1.396384 1.223365 -0.751778 0.2 -0.1 0.0 0.222
H -1.842610 0.255797 1.294754 0.0 0.2 0.0 0.195
H 2.372020 1.252976 -0.264297 -0.4 0.2 0.4 0.473
H -1.050725 -1.702037 -1.916285 0.2 0.2 0.1 0.223
H 0.002410 -1.202579 1.887845 0.1 0.1 -0.1 0.209
H -0.946966 0.885403 -2.417594 0.1 -0.2 0.2 0.217
H -0.860695 1.718768 1.542039 0.0 -0.1 0.0 0.217
H 1.832054 -0.747739 0.451972 -0.3 -0.2 -0.3 0.179
H 0.924907 0.151213 2.525940 0.1 -0.2 -0.4 0.225
H 0.080164 1.918406 -1.431435 -0.1 -0.3 0.1 0.232
```
Positions in Å, forces in eV/Å.

Its highest occupied orbital energy (spin up / spin down) is -9.275 / -9.276 eV. For the energy above the lowest of the compared OMol25 structures with the same formula, charge and spin, the calculation gives 73.7 kcal per mole. The value obtained for the lowest unoccupied orbital energy (spin up / spin down) is -0.368 / -0.368 eV. The value obtained for the orbital gap (spin up / spin down) is 8.907 / 8.908 eV. The calculation puts the total energy at -12015.5292 eV. Its total charge is 0. Its SMILES is CC[C@H](O)C(C)(C)N=O.

(3)
Computed, not measured: a cluster of 8 separate species, C53H64BN7O2 in total, with the ωB97M-V functional and the def2-TZVPD basis.

```
127
Properties=species:S:1:pos:R:3:forces:R:3:lowdin_charge:R:1
O 1.200088 -3.506833 -0.944563 -1.4 -0.3 0.7 -0.072
O 1.526564 -5.468504 0.080732 -0.5 0.5 -0.3 0.105
N 4.672938 1.404311 1.243104 0.3 -0.5 -0.1 0.061
N -2.407604 -4.969939 -3.960614 -0.1 0.3 -0.2 0.049
N -6.383148 -4.332243 0.906116 0.2 -0.3 -0.1 0.050
N 0.719578 -0.661725 -5.694819 0.5 -0.1 -0.3 0.054
N -0.251571 -2.037136 5.701769 -0.2 -0.7 0.2 0.053
N -2.501851 5.029529 -0.267413 0.0 0.6 -0.4 0.063
N -0.245295 4.444545 -4.640712 -0.2 0.1 -0.2 0.069
C -4.756407 -5.208647 -0.630492 0.0 0.0 0.0 -0.076
C 1.332449 -2.437078 0.023100 0.6 1.2 0.3 -0.171
C 6.270206 -0.673115 0.284061 0.1 -0.1 -0.1 -0.082
C 0.470509 0.049701 -0.395701 1.6 -0.3 -1.1 -0.192
C -3.414986 -4.876130 -4.836012 0.2 -0.1 0.3 -0.162
C 2.824648 1.338094 6.627204 1.0 1.1 -0.9 -0.193
C -0.245654 4.119878 -5.935879 0.1 0.0 0.3 -0.164
C -1.598800 7.085585 -1.134441 -0.1 -0.1 0.1 -0.073
C 3.044222 -0.307320 -7.193990 0.1 0.0 -0.1 -0.078
C 2.742960 2.056595 4.231398 1.1 0.2 1.3 -0.046
C -1.568851 5.990369 -0.281389 -0.2 -0.3 0.1 -0.144
C 6.248429 0.552078 -0.361222 0.0 0.0 0.0 -0.076
C -5.527317 -6.560538 1.181484 0.0 0.0 0.0 -0.079
C -5.597401 -4.208016 -0.168956 -0.2 0.1 0.3 -0.154
C -3.629937 6.202849 -2.033596 0.0 0.2 0.1 -0.100
C 2.786376 -1.519541 -6.573587 0.0 0.1 0.0 -0.065
C 1.616347 -1.645051 -5.841326 -0.3 0.2 0.1 -0.146
C 0.992959 0.495315 -6.301375 -0.3 0.0 0.2 -0.144
C 5.487633 -0.852787 1.412843 0.0 0.0 0.0 -0.072
C -0.178968 2.209206 2.272553 -0.7 -0.3 0.0 -0.238
C -2.291814 5.259304 -6.348092 -0.1 0.0 0.0 -0.075
C -1.475482 -4.010338 -4.009348 -0.2 -0.4 0.2 -0.150
C 2.273280 0.665803 7.921404 0.9 -0.5 -0.6 -0.075
C -1.236255 4.498801 -6.828165 -0.1 0.0 0.0 -0.072
C 1.582795 -1.058707 -0.722216 -0.7 -0.5 -0.1 -0.150
C 5.439546 1.550996 0.156393 -0.3 0.2 0.3 -0.154
C -0.981118 -4.623618 6.443995 0.0 -0.1 0.0 -0.081
C 4.838479 2.559865 5.577192 -2.5 -0.9 -1.0 -0.086
C -1.949057 -3.657920 6.217982 0.0 0.0 0.0 -0.073
C 0.719493 -4.682553 -0.353169 0.6 -1.3 0.5 -0.485
C -2.653344 7.187049 -2.027043 -0.1 0.2 0.0 -0.109
C -0.807505 -5.024609 -0.276249 0.5 0.9 -0.9 0.014
C -1.503852 -2.949931 -4.896625 0.0 0.0 0.0 -0.068
C -3.509157 5.153633 -1.137446 0.1 -0.2 0.2 -0.134
C 0.354414 -4.285242 6.295755 -0.1 0.0 0.0 -0.072
C -6.335479 -5.499001 1.557618 -0.1 0.3 -0.1 -0.161
C 2.130229 0.725100 -7.057924 0.0 -0.1 0.0 -0.070
C -1.533603 -2.388164 5.849538 0.3 0.2 -0.1 -0.141
C 1.157107 1.456030 -0.628479 -0.6 -0.2 -0.4 -0.192
C 2.057924 1.426272 5.364138 1.9 0.6 0.2 -0.151
C 4.185552 1.902074 6.706153 -0.6 0.3 -1.6 -0.055
C -4.723451 -6.407858 0.062861 0.1 -0.1 0.0 -0.084
C -3.534202 -3.856651 -5.768311 0.1 0.0 0.0 -0.076
C 0.309900 2.722171 -0.171231 0.5 -0.3 0.3 -0.197
C -0.843219 2.417956 0.861213 0.4 1.5 0.3 -0.213
C 4.098672 2.618522 4.317793 -1.1 -0.8 1.8 -0.094
C 0.588264 0.872538 5.243266 0.6 0.3 0.6 -0.142
C -2.556042 -2.874174 -5.794364 -0.1 0.0 -0.1 -0.070
C 0.663978 -2.985585 5.927116 -0.1 0.3 -0.1 -0.145
C -1.271626 5.176458 -4.199293 0.3 -0.2 0.1 -0.135
C 4.709637 0.208432 1.849850 -0.2 0.4 -0.1 -0.150
C -2.314359 5.606045 -5.005833 0.1 -0.1 -0.2 -0.065
C -1.172943 2.278881 3.497296 0.1 1.1 0.3 -0.164
B -0.422543 2.077642 4.920824 0.1 -0.7 -0.9 -0.099
H -1.586251 3.334043 3.533890 0.2 -1.1 -0.2 0.095
H 1.138128 -5.012606 6.462575 0.0 0.0 0.0 0.102
H -1.277810 -4.653700 -1.229869 0.1 -0.3 1.2 0.059
H -4.142597 -5.052998 -1.509500 0.0 0.0 0.0 0.085
H -4.250408 4.362114 -1.102533 0.0 0.0 -0.1 0.109
H -1.468590 3.362521 0.928911 0.6 -1.2 -0.1 0.078
H 4.521647 3.105563 3.408018 -0.4 -0.6 0.9 0.086
H 4.766909 1.847530 7.661413 -0.8 -0.1 -0.9 0.096
H -4.078017 -7.214577 -0.265050 0.0 0.0 0.0 0.105
H -0.721824 -2.202876 -4.884962 -0.2 0.1 0.0 0.055
H -3.087901 5.576395 -7.011704 0.0 0.0 0.0 0.106
H -1.243239 5.423852 -3.145602 0.0 0.0 -0.1 0.080
H 3.096833 0.652627 8.692430 -0.9 0.2 -0.7 0.073
H 0.248409 1.271080 -6.158907 0.1 0.0 0.0 0.087
H -0.668495 -4.109917 -3.290073 0.0 0.1 -0.1 0.089
H 1.369781 -2.576013 -5.340756 0.1 0.0 0.0 0.099
H -2.613099 -2.058956 -6.506411 0.0 0.0 0.0 0.107
H 0.423389 -2.367879 0.682203 0.7 -0.1 -0.7 0.124
H 6.845794 0.729336 -1.246079 0.0 0.0 0.0 0.100
H 5.479959 -1.795976 1.943509 0.0 0.0 0.0 0.103
H -0.317940 -0.091083 -1.189622 0.3 0.1 1.2 0.121
H 2.187756 1.417965 -0.185141 -1.0 0.3 -0.1 0.084
H -3.121078 6.195524 -4.595233 0.0 0.0 0.0 0.079
H -1.545009 1.604845 0.546877 0.8 0.5 0.3 0.111
H -2.077781 1.613815 3.391677 0.9 0.3 0.0 0.110
H -1.264708 -5.629057 6.732274 0.0 0.0 0.0 0.105
H -2.714387 8.024700 -2.712536 0.0 0.0 0.0 0.113
H 1.695652 -2.671794 5.801456 0.0 -0.1 0.0 0.106
H 0.520625 -0.001293 4.548845 0.2 0.8 0.5 0.088
H 0.091408 -0.121500 0.640746 0.1 0.4 -0.9 0.089
H -5.655161 -3.250495 -0.676056 0.0 0.0 0.0 0.102
H 3.947533 -0.169017 -7.776498 0.0 0.0 0.0 0.106
H -4.466826 6.249207 -2.718236 0.0 0.0 0.1 0.103
H -0.762317 5.862097 0.433723 0.0 0.0 0.0 0.108
H 1.363709 1.152404 8.349724 0.7 -0.4 -0.5 0.082
H -3.001856 -3.884759 6.324401 0.0 0.0 0.0 0.102
H 1.568354 -1.247372 -1.833309 0.1 0.1 1.1 0.116
H -4.370779 -3.832393 -6.454563 0.0 0.0 0.0 0.100
H 2.255028 2.138134 3.233647 0.3 -0.2 1.0 0.081
H 2.617185 -0.712838 -0.466391 -0.9 -0.1 -0.1 0.094
H -1.217800 -4.489246 0.617265 0.1 -0.4 -0.8 0.092
H 6.890800 -1.479680 -0.088738 0.0 0.0 0.0 0.106
H 2.226805 -2.620561 0.687918 -0.9 -0.2 -0.6 0.127
H 0.359958 1.225654 2.297629 -0.2 0.9 0.0 0.097
H 0.294566 0.475784 6.260620 0.4 0.3 -1.1 0.082
H -1.183352 4.206826 -7.869064 0.0 0.0 0.0 0.101
H 5.852600 3.016703 5.591432 -0.9 -0.6 0.4 0.091
H -0.036432 3.276699 -1.080593 0.0 -0.5 0.8 0.091
H 0.556512 3.053295 2.415344 -0.6 -1.0 -0.2 0.108
H 4.078628 0.114466 2.727604 0.0 0.0 0.0 0.094
H 3.476738 -2.348638 -6.656166 0.0 0.0 0.0 0.104
H -5.527843 -7.482099 1.749046 0.0 0.0 0.0 0.099
H 1.303985 1.550512 -1.746255 0.0 -0.2 1.1 0.113
H -0.818509 7.834552 -1.100246 0.0 0.0 0.0 0.107
H 2.296408 1.686211 -7.527176 0.0 0.0 0.0 0.100
H -2.254351 -1.599277 5.658217 0.0 -0.1 0.0 0.107
H -6.984421 -5.571861 2.424089 0.0 -0.1 0.0 0.100
H -4.157011 -5.665490 -4.774445 0.0 0.0 -0.1 0.101
H -0.977849 -6.130899 -0.189360 0.5 1.2 0.0 0.095
H 2.084953 -0.422368 7.684742 -0.2 1.1 0.3 0.076
H 1.035513 3.407786 0.361996 -0.8 -0.5 -0.6 0.103
H 5.392313 2.528146 -0.313373 0.0 0.0 -0.1 0.103
H 0.601281 3.522620 -6.257322 0.0 0.0 -0.1 0.085
H -0.617851 2.871536 5.794671 0.0 0.0 0.0 0.069
```
Positions in Å, forces in eV/Å.

Its highest occupied orbital energy is -8.170 eV. For the energy above the lowest of the compared OMol25 structures with the same formula, charge and spin, the calculation gives 0.0 kcal per mole. The value obtained for the lowest unoccupied orbital energy is 0.561 eV. The value obtained for the orbital gap is 8.731 eV. The calculation puts the total energy at -71197.3740 eV. Its total charge is 0. Its SMILES is CC(=O)OCCCCCCCCBCc1ccccc1C.c1ccncc1.c1ccncc1.c1ccncc1.c1ccncc1.c1ccncc1.c1ccncc1.c1ccncc1.

(4)
Computed, not measured: an isolated molecule of C9H13NO2, with the ωB97M-V functional and the def2-TZVPD basis.

```
25
Properties=species:S:1:pos:R:3:forces:R:3:nbo_charge:R:1
O -3.082159 -1.706939 0.105369 0.1 -0.1 -0.2 -0.577
O -0.651490 2.116241 -0.119376 -0.2 2.1 -0.2 -0.554
N -2.053025 0.302958 -0.018254 -1.4 2.6 -0.9 -0.499
C -0.539424 -1.349023 0.515635 -1.7 1.2 3.3 -0.486
C -3.306480 0.979752 -0.200275 -1.8 0.7 0.4 -0.432
C -0.811872 0.957472 -0.014511 -0.1 -3.3 -0.1 0.752
C 0.284643 -0.142902 0.121055 -1.1 1.9 -1.8 -0.194
C 1.070903 -0.168533 -1.230746 -1.2 -0.4 -2.3 -0.398
C -2.112468 -0.999530 0.103453 3.9 -3.2 1.2 0.732
C 2.599074 -0.400892 -0.940752 -0.2 1.5 -0.2 -0.422
C 2.627939 -0.124698 0.570423 2.2 0.5 1.0 -0.402
C 1.329507 0.475279 0.961484 0.5 1.7 3.3 -0.408
H 0.821216 0.782414 -1.846390 0.9 -1.3 1.2 0.232
H -0.660269 -1.186700 1.715983 0.3 -0.9 -2.5 0.222
H -3.176627 1.936621 0.322148 -0.3 0.1 -0.7 0.224
H -0.106282 -2.312174 0.347186 -0.2 -0.6 -0.4 0.238
H 2.641928 -1.063121 1.162512 0.7 0.3 -0.6 0.197
H -3.600587 1.088840 -1.292661 0.5 0.0 1.4 0.215
H 3.444675 0.590448 0.967355 -0.8 -1.5 -0.8 0.218
H 3.245508 0.326219 -1.529050 -0.9 -0.9 0.7 0.218
H 1.291208 0.221321 2.056720 -0.8 0.5 -0.7 0.214
H 2.961991 -1.407151 -1.150231 -0.3 0.1 -0.2 0.215
H 1.308041 1.631424 0.901444 0.0 -1.9 -0.2 0.241
H -4.149468 0.425047 0.355395 1.5 0.6 -1.0 0.239
H 0.623513 -0.972369 -1.863921 0.5 0.4 0.3 0.214
```
Positions in Å, forces in eV/Å.

Its highest occupied orbital energy is -9.901 eV. For the energy above the lowest of the compared OMol25 structures with the same formula, charge and spin, the calculation gives 27.7 kcal per mole. The value obtained for the lowest unoccupied orbital energy is 0.685 eV. The value obtained for the orbital gap is 10.586 eV. The calculation puts the total energy at -15128.4295 eV. Its total charge is 0. Its SMILES is CN1C(=O)CC2(CCCC2)C1=O.